{"formula": "C31H94N20O13", "method": "ωB97M-V/def2-TZVPD", "elements": ["C", "O", "N", "N", "H", "H", "H", "H", "C", "O", "N", "N", "H", "H", "H", "H", "C", "O", "N", "N", "H", "H", "H", "H", "C", "O", "N", "N", "H", "H", "H", "H", "C", "O", "N", "N", "H", "H", "H", "H", "C", "O", "N", "N", "H", "H", "H", "H", "C", "O", "N", "N", "H", "H", "H", "H", "C", "C", "C", "O", "C", "N", "H", "H", "H", "H", "H", "H", "H", "H", "H", "H", "H", "C", "C", "C", "O", "C", "N", "H", "H", "H", "H", "H", "H", "H", "H", "H", "H", "H", "C", "C", "C", "O", "C", "N", "H", "H", "H", "H", "H", "H", "H", "H", "H", "H", "H", "C", "C", "C", "O", "C", "N", "H", "H", "H", "H", "H", "H", "H", "H", "H", "H", "H", "C", "C", "C", "O", "C", "N", "H", "H", "H", "H", "H", "H", "H", "H", "H", "H", "H", "C", "C", "C", "O", "C", "N", "H", "H", "H", "H", "H", "H", "H", "H", "H", "H", "H"], "positions_angstrom": [[-0.06642, 0.46024, 0.63790], [0.43164, 1.55797, 0.51056], [-0.00771, -0.53935, -0.22276], [-0.91220, 0.03131, 1.53366], [0.00178, -0.29166, -1.20187], [-0.28466, -1.47280, 0.04570], [-1.06784, 0.64062, 2.32399], [-1.29400, -0.86970, 1.28362], [2.19877, 4.30515, 2.11252], [3.05488, 4.98674, 2.63333], [1.96502, 4.21571, 0.80552], [1.57550, 3.31212, 2.70607], [1.47301, 3.41330, 0.43921], [2.60468, 4.79661, 0.28255], [1.71579, 3.17160, 3.69637], [0.99534, 2.65741, 2.20123], [1.36690, -0.63751, 3.98580], [0.76344, -1.50927, 3.42798], [0.72921, 0.49044, 4.33509], [2.68044, -0.57574, 4.21119], [-0.27213, 0.38039, 4.26218], [1.09367, 1.37469, 4.65966], [3.34326, -1.33292, 4.12486], [3.02122, 0.36616, 4.34083], [0.46823, -4.57899, -2.73628], [0.75617, -3.47063, -3.13032], [-0.26527, -4.88599, -1.66812], [0.88590, -5.61889, -3.30403], [-0.49331, -4.15956, -1.00449], [-0.64307, -5.82215, -1.69928], [0.43224, -6.42821, -2.90493], [1.41692, -5.69800, -4.15952], [-2.13243, 4.77842, 2.86402], [-1.96650, 5.94259, 2.68194], [-1.16171, 3.99681, 3.16550], [-3.25284, 4.07762, 2.80402], [-0.28720, 4.47526, 3.32805], [-1.34825, 3.06749, 3.51430], [-3.29264, 3.06847, 2.81620], [-4.05160, 4.68208, 2.67475], [-2.89667, 0.68853, 4.71909], [-2.31514, 1.45917, 3.97765], [-4.01129, 0.10192, 4.34536], [-2.44833, 0.12220, 5.78958], [-4.39268, 0.24937, 3.42183], [-4.37425, -0.57934, 4.99669], [-1.89366, 0.77358, 6.32638], [-3.01335, -0.61599, 6.18447], [-2.69532, -2.90897, -0.64713], [-1.84240, -2.51528, 0.10230], [-2.58436, -3.00238, -1.94662], [-3.72891, -3.53602, -0.28132], [-3.43086, -3.29058, -2.41617], [-1.65407, -3.07607, -2.33293], [-3.65736, -3.88792, 0.66267], [-4.44194, -3.59581, -0.99415], [3.12709, 1.69199, -4.12379], [2.25208, 2.64850, -3.35522], [2.12135, 4.14107, -3.79288], [3.39062, 4.87948, -3.79497], [4.00109, 5.01251, -2.54835], [0.84439, 2.10239, -3.09590], [4.17233, 1.89257, -3.88859], [3.11346, 1.68168, -5.21366], [3.00115, 0.62170, -3.96035], [2.67894, 2.72082, -2.35489], [1.32827, 4.68918, -3.28424], [1.75783, 4.16618, -4.82017], [4.98771, 5.29879, -2.91265], [4.03040, 4.23803, -1.78191], [3.59206, 5.82685, -1.95031], [1.12742, 1.35113, -2.48304], [0.41025, 1.60561, -3.86065], [-2.24712, 0.14068, -3.44656], [-1.23538, -0.56620, -4.30427], [-0.89226, -0.09745, -5.72046], [0.32396, -0.67934, -6.22426], [0.65427, -0.22839, -7.52485], [-0.05706, -0.72755, -3.49923], [-2.13834, 1.21505, -3.59494], [-2.15248, -0.24714, -2.43231], [-3.26068, -0.05993, -3.79376], [-1.66841, -1.55046, -4.48262], [-0.69212, 0.97348, -5.75463], [-1.76035, -0.21648, -6.36880], [-0.05652, -0.64324, -8.23953], [1.61010, -0.60565, -7.88840], [0.52298, 0.83981, -7.69758], [0.61192, -0.91063, -4.23341], [-0.06868, -1.59244, -2.97777], [-6.00175, -6.32912, 3.57964], [-4.50708, -5.84929, 3.37003], [-3.95955, -5.05059, 4.57756], [-2.79843, -4.16482, 4.15209], [-3.17503, -3.05392, 3.31680], [-3.75536, -7.14420, 3.39344], [-6.60651, -5.45174, 3.80893], [-6.30280, -7.14232, 4.24008], [-6.29185, -6.72696, 2.60719], [-4.20966, -5.33615, 2.45552], [-3.54845, -5.71925, 5.33384], [-4.75365, -4.42741, 4.98886], [-3.60000, -3.33858, 2.35427], [-2.28555, -2.45575, 3.11905], [-3.89561, -2.31489, 3.66711], [-4.23212, -7.74318, 2.73463], [-2.90013, -7.01570, 2.87174], [-4.20765, 6.50018, -3.07483], [-4.73627, 5.58965, -1.92641], [-3.68745, 4.92946, -0.95946], [-2.82762, 3.98675, -1.65805], [-2.03788, 3.00052, -0.89360], [-5.71690, 6.33686, -1.14525], [-3.68369, 7.39534, -2.73979], [-4.97707, 6.89094, -3.74072], [-3.45805, 5.92533, -3.61866], [-5.42377, 4.78702, -2.19325], [-4.20555, 4.24154, -0.29130], [-3.10803, 5.61088, -0.33654], [-1.64133, 3.45947, 0.01206], [-1.28058, 2.64227, -1.59091], [-2.70546, 2.17944, -0.63233], [-6.67916, 6.18216, -1.41025], [-5.56776, 7.27809, -1.47983], [4.45654, -3.68769, -2.65431], [4.22059, -4.43320, -1.31652], [3.24619, -3.67275, -0.33937], [2.87623, -4.51076, 0.77806], [2.07388, -3.86490, 1.75512], [3.67275, -5.72630, -1.62428], [4.76364, -4.39536, -3.42437], [5.32521, -3.03175, -2.59727], [3.64996, -2.98229, -2.85417], [5.18831, -4.62031, -0.85108], [2.33443, -3.50128, -0.91156], [3.55479, -2.74739, 0.14703], [1.19626, -3.56414, 1.18290], [2.58141, -3.01711, 2.21531], [1.74221, -4.52153, 2.55944], [3.23212, -6.06492, -0.78091], [2.95320, -5.55250, -2.31140], [4.95739, 2.60202, 3.65763], [5.67799, 1.46850, 2.95869], [5.25997, 1.15273, 1.54941], [3.88911, 0.60578, 1.47281], [3.69253, 0.00658, 0.18051], [7.14010, 1.80785, 2.95965], [4.94743, 3.46361, 2.99004], [5.52024, 2.94082, 4.52740], [3.91071, 2.37048, 3.85498], [5.52863, 0.44294, 3.29634], [6.04477, 0.45684, 1.25286], [5.40342, 2.01475, 0.89790], [2.64822, -0.30556, 0.18987], [4.42549, -0.79873, 0.13205], [3.86358, 0.73853, -0.60884], [7.25041, 2.47155, 2.20637], [7.31610, 2.42662, 3.73827]], "atomic_forces_ev_per_a": [[-0.81, -0.26, -0.71], [0.85, 1.43, 0.25], [2.41, -1.47, -3.91], [-1.39, 1.15, 3.17], [0.48, -0.30, -0.16], [-0.01, 0.49, -0.50], [-0.54, -0.75, 0.23], [-0.67, 0.42, 1.33], [1.56, -1.33, -0.72], [0.31, 1.55, 0.65], [0.28, 1.60, -2.02], [-1.44, -2.03, 3.13], [0.12, 0.19, -0.38], [-0.46, -0.35, -0.48], [0.03, 0.21, -0.36], [0.00, -0.01, -0.06], [0.77, 0.76, -0.65], [-0.85, -2.33, -0.25], [-1.96, 1.41, 0.62], [1.77, 0.30, 0.76], [0.17, 0.55, -0.02], [0.12, -0.60, 0.06], [-0.48, 0.23, -0.36], [0.52, -0.49, 0.06], [-0.24, 4.00, 0.77], [-0.03, 2.06, 0.23], [-1.21, 0.13, 1.50], [1.42, -6.40, -2.83], [-0.22, -0.46, 0.17], [-0.36, 0.60, 1.12], [1.04, -0.69, -0.90], [-0.34, 0.39, 0.20], [-0.50, -0.54, -0.01], [-0.65, 3.33, -0.65], [4.52, -2.29, 1.33], [-3.80, 0.48, -0.59], [-0.05, -0.57, -0.06], [0.41, 0.23, 0.05], [-0.04, 0.44, 0.09], [-0.31, -0.73, -0.21], [-0.57, -0.45, -3.37], [0.90, 1.45, -0.02], [-2.91, -0.78, -0.89], [2.26, -0.03, 3.56], [0.00, -0.15, 0.33], [-0.66, 0.20, -0.84], [0.25, -0.80, 0.68], [0.65, 0.44, 0.64], [2.96, 0.23, -1.00], [1.93, 0.51, 1.65], [0.80, 1.37, -3.69], [-5.07, -1.90, 2.94], [1.04, -0.16, -0.73], [-0.42, 0.43, -0.61], [-1.28, 0.09, -0.21], [-0.49, -0.94, 1.24], [1.34, -0.14, -1.01], [-2.11, 0.66, 0.50], [0.93, -0.34, -1.17], [-2.24, -1.83, -0.14], [0.86, 1.43, 0.10], [1.77, 0.71, 0.56], [0.18, 0.07, 0.05], [-0.49, 0.79, -0.26], [-0.49, 0.06, 0.90], [-0.08, -0.24, 0.20], [0.24, -0.25, 0.86], [0.37, -0.01, -0.34], [0.43, -0.05, 1.04], [0.06, -1.03, -0.76], [-0.26, 0.62, -0.25], [-0.83, -0.38, 0.35], [0.43, 0.19, -0.50], [-0.95, 0.82, -1.39], [-0.55, -1.91, 0.06], [0.49, 1.58, 0.02], [-0.40, -0.23, 0.25], [-1.11, -0.50, -0.76], [1.26, 0.31, -0.59], [0.20, 0.21, 0.88], [0.05, 0.53, 0.00], [-0.22, -0.16, 0.01], [-0.13, -0.60, -0.16], [-0.15, 0.51, 0.32], [0.02, -0.53, -0.28], [-0.34, -0.32, -0.14], [0.21, 0.22, 0.73], [0.50, 0.35, 0.57], [1.13, -0.20, 0.45], [-0.11, -0.15, -0.01], [0.42, 1.53, -1.60], [0.47, -2.45, 2.65], [0.98, 1.51, -1.55], [-2.13, -0.20, 0.16], [0.49, -0.28, -0.03], [0.09, 0.19, -0.94], [-0.30, -0.11, -0.11], [1.11, 0.20, 0.60], [-0.37, 0.26, -0.23], [-1.09, 0.33, -0.14], [-0.07, 0.10, -0.16], [0.07, 0.25, 0.17], [0.16, -0.34, 0.00], [0.27, -0.37, 0.00], [-0.32, -0.43, 0.96], [-0.45, -0.53, 0.07], [0.75, 0.23, 0.35], [0.63, -1.29, 0.30], [-0.48, -0.38, 0.43], [0.35, -1.76, -0.41], [0.55, 0.40, -0.54], [-1.51, 1.50, -0.70], [0.28, 1.79, 0.67], [0.04, -0.09, 0.67], [-0.25, -0.51, -0.02], [-0.09, 0.09, -0.39], [1.02, -0.67, -1.33], [-0.77, 0.59, 0.46], [0.06, 0.40, -0.20], [0.30, -0.09, -0.06], [0.15, 0.19, 0.30], [-0.06, -0.21, 0.24], [0.03, -0.59, -0.14], [-0.19, 0.62, 0.80], [0.72, 0.69, 1.23], [0.28, 0.96, 0.51], [-0.21, -0.65, 0.63], [1.02, -1.08, -0.01], [-0.15, 0.17, -1.13], [-0.25, -0.36, -0.27], [-0.74, -0.02, -0.19], [0.17, 0.09, 0.37], [-0.38, -0.56, -0.62], [0.02, 0.27, 0.33], [-0.24, 0.40, -0.23], [0.53, 0.25, -0.72], [-0.45, 0.68, 0.54], [-0.08, 0.22, -0.18], [0.34, -0.39, -0.29], [-0.22, -0.34, 0.08], [-0.31, -0.38, 0.02], [-0.35, -0.19, -0.55], [0.55, 0.07, 0.16], [-0.79, 0.21, -0.52], [2.24, 0.95, -0.10], [0.05, 0.53, 1.35], [-0.66, -0.35, -0.50], [-0.13, 0.06, -0.12], [-0.40, -0.31, 0.36], [0.03, 0.12, 0.31], [0.16, 0.18, 1.58], [-0.34, -0.67, -0.50], [-0.52, 0.35, -0.30], [0.19, -0.29, -0.32], [-0.24, -0.29, -0.56], [0.00, 0.02, -0.20], [0.24, 0.02, -0.63], [0.03, -0.29, 0.53]], "lowdin_charge": [-0.72, 0.03, 0.17, 0.20, 0.07, 0.06, 0.08, 0.08, -0.75, 0.02, 0.19, 0.14, 0.07, 0.10, 0.09, 0.06, -0.73, 0.04, 0.17, 0.18, 0.06, 0.09, 0.11, 0.08, -0.80, 0.04, 0.19, 0.18, 0.09, 0.12, 0.12, 0.15, -0.83, 0.06, 0.17, 0.16, 0.10, 0.06, 0.08, 0.11, -0.74, 0.00, 0.17, 0.20, 0.13, 0.10, 0.14, 0.12, -0.78, 0.04, 0.19, 0.19, 0.12, 0.09, 0.10, 0.13, -0.06, -0.38, -0.14, -0.18, -0.15, 0.07, 0.07, 0.07, 0.07, 0.10, 0.12, 0.11, 0.09, 0.07, 0.08, 0.03, 0.03, -0.06, -0.45, -0.17, -0.20, -0.11, 0.05, 0.08, 0.06, 0.07, 0.12, 0.11, 0.13, 0.08, 0.09, 0.09, 0.06, 0.03, -0.05, -0.38, -0.12, -0.18, -0.11, 0.01, 0.07, 0.08, 0.06, 0.11, 0.12, 0.10, 0.03, 0.09, 0.06, 0.05, 0.07, -0.06, -0.40, -0.17, -0.24, -0.07, 0.01, 0.08, 0.07, 0.07, 0.13, 0.10, 0.12, 0.07, 0.05, 0.07, 0.06, 0.05, -0.05, -0.41, -0.15, -0.23, -0.10, 0.04, 0.08, 0.07, 0.07, 0.13, 0.10, 0.09, 0.07, 0.07, 0.09, 0.06, 0.03, -0.05, -0.43, -0.20, -0.19, -0.09, 0.04, 0.08, 0.08, 0.05, 0.12, 0.12, 0.12, 0.07, 0.07, 0.08, 0.06, 0.05], "total_energy_ev": -90087.2944, "spin_multiplicity": 1, "largest_force_ev_per_a": 7.143, "e_above_lowest_kcal_mol": 196.19}


{"formula": "C4H13NO", "method": "ωB97M-V/def2-TZVPD", "elements": ["C", "C", "C", "C", "N", "H", "H", "H", "H", "H", "H", "H", "H", "H", "H", "H", "H", "H", "O"], "positions_angstrom": [[0.37571, 1.70201, -0.33087], [-0.33912, 0.68059, 0.43064], [0.04352, -0.70350, -0.08679], [-0.33599, -0.95911, -1.50369], [-1.37964, -0.01986, -2.00762], [0.70107, 2.57419, 0.47830], [0.13736, 1.94309, -1.38783], [1.37209, 1.39987, -0.56915], [0.00096, 0.65594, 1.45204], [-1.40524, 0.87485, 0.36725], [1.13792, -0.91185, 0.12798], [-0.50959, -1.45749, 0.52563], [-0.80168, -1.98542, -1.62489], [0.54201, -0.93634, -2.20365], [-1.82339, 0.26487, -1.27106], [-2.07179, -0.48932, -2.63490], [0.95660, -1.07501, 3.63780], [0.89212, -0.26564, 2.28407], [1.50805, -0.59659, 2.97701]], "atomic_forces_ev_per_a": [[2.94, 3.75, 1.15], [0.01, -1.48, -0.62], [-0.12, -1.29, 1.68], [-0.67, -1.38, -2.91], [2.73, -2.68, -5.49], [-1.41, -1.27, -2.68], [-1.16, 0.51, 1.15], [1.14, -0.94, 0.31], [-0.52, 0.79, 0.43], [-0.20, -0.20, 0.60], [-1.18, 0.38, -0.45], [0.41, 0.44, -0.17], [1.01, 0.74, 0.34], [-0.69, 0.11, 0.64], [-3.62, 2.28, 4.92], [1.09, 0.50, 0.83], [0.50, 0.59, -0.86], [0.69, -0.63, 1.02], [-0.93, -0.21, 0.11]], "lowdin_charge": [-0.14, -0.31, -0.24, -0.28, 0.01, 0.14, 0.09, 0.05, 0.07, 0.11, 0.13, 0.12, 0.11, 0.11, -0.05, 0.10, 0.06, -0.01, -0.08], "total_energy_ev": -7894.5865, "smiles": "CCCCN.O", "spin_multiplicity": 1, "largest_force_ev_per_a": 6.693, "e_above_lowest_kcal_mol": 47.84}